1.
This record from the Open Molecules 2025 dataset describes the molecule C6H9NOS at a distorted geometry. The level of theory is ωB97M-V/def2-TZVPD.

Geometry as XYZ:
```
18
Properties=species:S:1:pos:R:3:forces:R:3
C -2.684 -2.208 0.249 0.504 -0.229 -0.657
C -1.778 -1.571 -0.202 1.377 1.025 -0.278
C 0.311 1.660 -0.403 -0.498 -1.636 -0.969
C -0.831 0.705 -0.022 -0.304 -0.748 0.311
C 1.591 1.188 0.255 -0.306 -1.632 0.038
C -0.629 -0.712 -0.581 1.899 -1.389 0.255
N 0.668 -1.289 0.077 -2.111 0.460 -1.485
O 3.051 -1.019 0.496 1.484 -0.470 0.403
S 2.087 -0.510 -0.457 -1.171 1.413 1.036
H -3.252 -3.080 0.279 -1.055 -0.583 0.565
H 0.288 1.869 -1.517 0.454 -0.505 1.163
H 0.244 2.575 0.065 -1.157 2.339 0.805
H -0.987 0.522 1.096 0.574 0.612 -1.257
H -1.802 1.002 -0.355 -0.606 0.721 -0.396
H 2.289 2.023 0.351 0.552 -0.665 -0.354
H 1.284 0.833 1.274 0.647 0.582 -0.606
H -0.335 -0.873 -1.655 -1.012 0.830 0.635
H 0.484 -1.115 1.050 0.729 -0.124 0.790
```
Positions in Å, forces in eV/Å.

Results
- Total energy: -20736.8754 eV
- Kohn-Sham gap: 9.96 eV
- Total charge: 0
- HOMO level: -9.167 eV
- Lowest unoccupied orbital energy: 0.795 eV

=====

2.
This record from the Open Molecules 2025 dataset describes a cluster of 2 separate species, FH2IP2 in total at a distorted geometry. The level of theory is ωB97M-V/def2-TZVPD.

Geometry as XYZ:
```
6
Properties=species:S:1:pos:R:3:forces:R:3
F 1.518 0.161 1.226 -0.464 -0.156 -1.550
P 1.002 0.454 -0.339 -0.690 -0.219 0.699
P -1.199 0.760 0.095 0.628 -0.078 -0.472
I -1.726 0.686 -2.308 0.185 -0.008 0.540
H 0.676 -0.853 -0.926 0.477 0.473 0.828
H -0.270 -1.207 2.250 -0.135 -0.011 -0.045
```
Positions in Å, forces in eV/Å.

Results
- Total energy: -29425.0813 eV
- Kohn-Sham gap (alpha / beta): 7.60 / 7.72 eV
- Total charge: 0
- HOMO level (alpha / beta): -8.633 / -9.497 eV
- Lowest unoccupied orbital energy (alpha / beta): -1.036 / -1.781 eV